(1)
DFT (ωB97M-V/def2-TZVPD) results for an isolated molecule of C3H4OS.

ORCA input file:
```
! wB97M-V def2-TZVPD RIJCOSX def2/J DEFGRID3
* xyz 0 1
C 0.22981 -0.26142 -0.29169
C -0.98206 -0.07459 0.61060
S -2.42807 -1.13616 -0.17592
C -2.49830 0.51460 0.04306
O -3.24601 1.39815 0.14853
H 0.03664 0.40867 -1.06182
H 0.43570 -1.28129 -0.76065
H 1.11804 0.02061 0.29321
H -1.05516 -0.44054 1.63483
*
```

* relative energy (zero: lowest compared OMol25 entry of this formula, charge and spin): 1.805 eV
* SMILES: C[C@@H]1SC1=O
* E_LUMO: 0.0171 Eh

(2)
DFT (ωB97M-V/def2-TZVPD) results for the ion C7H11N4O3 with charge +1.

ORCA input file:
```
! wB97M-V def2-TZVPD RIJCOSX def2/J DEFGRID3
* xyz 1 1
H 2.17497 -2.49684 0.34343
N 1.25187 -2.14471 0.68572
N 1.10931 -1.01367 0.24086
O 1.93609 -0.22672 -0.42367
C 3.29357 -0.62507 -0.55427
C -0.19507 -0.24996 0.20638
N -0.06716 1.07026 0.26740
C -1.19293 1.81916 0.00294
O -1.17818 3.10241 -0.03254
C 0.18992 3.57832 -0.06651
C -2.42394 1.09292 -0.09851
C -2.38640 -0.30332 -0.13596
O -3.55044 -0.94828 -0.26629
C -3.54398 -2.36787 -0.28926
N -1.24018 -0.98373 -0.02499
H 3.84281 -0.30420 0.32604
H 3.60115 -0.05617 -1.54597
H 3.51097 -1.75894 -0.57189
H 0.05584 4.55874 -0.28829
H 0.80125 2.99415 -0.78857
H 0.65501 3.57329 0.89445
H -3.35611 1.49054 -0.46636
H -3.41690 -2.63654 0.71917
H -2.84348 -2.70555 -1.00805
H -4.57021 -2.64720 -0.36892
*
```

* relative energy (zero: lowest compared OMol25 entry of this formula, charge and spin): 1.544 eV
* SMILES: [H]/N=[N+](\OC)c1nc(OC)cc(OC)n1
* E_LUMO: -0.1975 Eh

(3)
DFT (ωB97M-V/def2-TZVPD) results for an isolated molecule of C5H7NO.

ORCA input file:
```
! wB97M-V def2-TZVPD RIJCOSX def2/J DEFGRID3
* xyz 0 1
C 1.82281 0.31145 0.66524
C 0.44511 0.08095 0.13391
N -0.02830 1.19406 -0.70588
C -0.90214 0.67995 0.33227
C -1.77147 -0.42871 -0.19976
C -1.08545 -1.48721 -0.66485
O -0.69762 -2.45124 -1.21526
H 2.11755 -0.52457 1.29851
H 1.86058 1.25066 1.21655
H 2.54118 0.38811 -0.16381
H 0.07304 -1.04731 0.30648
H -0.40581 1.06350 -1.64069
H -1.17920 1.30264 1.17702
H -2.79028 -0.33228 -0.53972
*
```

* relative energy (zero: lowest compared OMol25 entry of this formula, charge and spin): 4.258 eV
* SMILES: C[C@@H]1N[C@H]1C=C=O
* E_LUMO: 0.0335 Eh

(4)
DFT (ωB97M-V/def2-TZVPD) results for a structure of composition C4H14NO3.

ORCA input file:
```
! wB97M-V def2-TZVPD RIJCOSX def2/J DEFGRID3
* xyz -1 1
C -0.89758 0.14953 1.90623
N -1.34622 0.42227 0.56863
C -2.54491 -0.28679 0.16012
C -0.26185 0.30303 -0.43473
C 0.52157 1.61750 -0.44489
O 1.44558 1.69657 -1.50803
H -0.20512 -0.70959 1.96614
H -1.73743 -0.22202 2.50822
H -0.41790 0.98007 2.42064
H -2.91940 0.22339 -0.71635
H -3.24420 -0.19450 0.99708
H -2.40628 -1.36188 -0.00766
H 0.35386 -0.56413 -0.17982
H -0.68049 0.14871 -1.43082
H 1.11456 1.74673 0.45716
H -0.26205 2.37014 -0.54237
H 2.26661 -2.49971 0.43636
H 2.28526 -1.17250 -0.70204
O 2.22449 -1.53327 0.44073
H 1.90994 0.82569 -1.63010
H 2.17053 -1.24067 -2.45829
O 2.63105 -0.69855 -1.80621
*
```

* relative energy (zero: lowest compared OMol25 entry of this formula, charge and spin): 1.193 eV
* E_LUMO: 0.1351 Eh

(5)
DFT (ωB97M-V/def2-TZVPD) results for an isolated molecule of C4H7NO.

ORCA input file:
```
! wB97M-V def2-TZVPD RIJCOSX def2/J DEFGRID3
* xyz 0 1
H -0.06375 2.14994 1.79379
N -0.88184 1.55551 1.61635
C -0.40019 0.63542 0.89970
C -1.05328 -0.52191 0.14756
C 0.11436 -1.00645 -0.74018
C 1.06048 0.19012 -0.70909
O 0.94142 0.63728 0.62944
H -1.40572 -1.29766 0.83745
H -1.92636 -0.19926 -0.43124
H 0.62533 -1.84070 -0.25011
H -0.17465 -1.29036 -1.75332
H 2.11277 -0.02586 -0.88594
H 0.73594 1.00640 -1.37414
*
```

* relative energy (zero: lowest compared OMol25 entry of this formula, charge and spin): 1.022 eV
* SMILES: [H]/N=C1/CCCO1
* E_LUMO: 0.0355 Eh

(6)
DFT (ωB97M-V/def2-TZVPD) results for an isolated molecule of C5H11NO.

ORCA input file:
```
! wB97M-V def2-TZVPD RIJCOSX def2/J DEFGRID3
* xyz 0 1
N -2.46429 0.28184 1.60058
C -1.41055 0.32894 0.58295
C -0.06286 -0.20063 1.14621
C 1.15376 -0.25099 0.13912
C 0.68762 -0.13083 -1.33946
C 1.85961 0.07908 -2.24362
O 1.95498 0.92913 -3.08240
H -2.63423 -0.62008 2.02146
H -2.32708 0.95394 2.34906
H -1.28335 1.36633 0.29186
H -1.83929 -0.20590 -0.25966
H -0.18640 -1.19807 1.55793
H 0.10922 0.53064 1.93588
H 1.67071 -1.21523 0.13110
H 1.92928 0.40336 0.51100
H 0.16442 -1.05839 -1.57640
H 0.00756 0.69156 -1.54614
H 2.67089 -0.68472 -2.21946
*
```

* relative energy (zero: lowest compared OMol25 entry of this formula, charge and spin): 1.634 eV
* SMILES: NCCCCC=O
* E_LUMO: 0.0343 Eh

Number 1: DFT total energy -16056.30514 eV, maximum force 3.89 eV Å⁻¹. Number 2: DFT total energy -19528.69318 eV, maximum force 4.92 eV Å⁻¹. Number 3: DFT total energy -8831.94450 eV, maximum force 2.99 eV Å⁻¹. Number 4: DFT total energy -12007.70311 eV, maximum force 1.62 eV Å⁻¹. Number 5: DFT total energy -7798.62264 eV, maximum force 0.63 eV Å⁻¹. Number 6: DFT total energy -8900.06291 eV, maximum force 1.44 eV Å⁻¹.